{"formula": "C19H42NO3P3Sn", "method": "the ωB97M-V functional and the def2-TZVPD basis", "max_force_ev_per_a": 3.10, "total_energy_ha": -2266.32623, "homo_ha": [-0.7141, -0.7300], "charge": 4, "de_lowest_kcal_mol": 104.8, "species": ["Sn", "P", "P", "P", "H", "C", "C", "H", "C", "C", "C", "C", "C", "C", "C", "C", "C", "H", "H", "H", "H", "H", "H", "H", "H", "H", "H", "H", "H", "H", "H", "H", "H", "H", "H", "H", "H", "H", "H", "H", "H", "H", "H", "H", "H", "H", "C", "C", "C", "C", "C", "C", "O", "H", "H", "H", "H", "H", "H", "N", "C", "C", "O", "O", "H", "H", "H", "H", "H"], "xyz": [[-0.834, 0.839, -0.038], [-1.857, -1.516, 0.730], [1.759, -1.311, 2.462], [1.390, -1.918, -0.804], [-0.895, 4.765, -2.821], [-1.212, 4.073, -3.604], [-2.293, 3.307, -3.520], [-3.005, 3.351, -2.703], [-3.371, -0.951, 1.571], [-1.362, -2.913, 1.801], [-2.458, -2.287, -0.801], [3.208, -0.187, 2.543], [1.058, -0.896, 4.097], [2.505, -2.937, 2.876], [0.965, -1.839, -2.590], [1.651, -3.751, -0.755], [3.118, -1.307, -0.970], [-0.661, 4.115, -4.566], [-2.570, 2.726, -4.409], [-3.967, -0.310, 0.913], [-3.077, -0.374, 2.455], [-3.967, -1.822, 1.874], [-1.120, -2.560, 2.809], [-0.496, -3.453, 1.408], [-2.206, -3.610, 1.874], [-2.532, -1.536, -1.598], [-3.452, -2.720, -0.626], [-1.768, -3.077, -1.125], [3.900, -0.468, 3.341], [2.817, 0.817, 2.736], [3.711, -0.200, 1.574], [1.845, -0.858, 4.874], [0.315, -1.668, 4.353], [0.561, 0.084, 4.006], [3.479, -2.820, 3.373], [2.634, -3.483, 1.933], [1.823, -3.505, 3.528], [1.545, -2.614, -3.108], [1.222, -0.855, -2.995], [-0.108, -2.019, -2.734], [1.879, -4.111, -1.764], [0.713, -4.207, -0.423], [2.461, -4.028, -0.076], [3.507, -1.549, -1.971], [3.772, -1.750, -0.207], [3.096, -0.213, -0.849], [-0.444, 1.412, -2.959], [0.733, 2.198, -2.657], [1.748, 2.320, -3.645], [1.538, 1.701, -4.876], [0.376, 0.985, -5.166], [-0.504, 0.649, -4.146], [-1.470, 1.378, -2.130], [0.726, 0.874, -1.161], [0.605, 3.026, -1.962], [2.664, 2.878, -3.429], [2.308, 1.758, -5.660], [0.107, 0.657, -6.177], [-1.289, -0.109, -4.240], [-2.005, 3.404, 4.699], [-1.927, 3.721, 3.226], [-1.674, 2.391, 2.571], [-1.324, 1.454, 3.319], [-1.855, 2.318, 1.300], [-1.565, 2.454, 4.782], [-2.992, 3.370, 4.990], [-1.568, 4.101, 5.312], [-2.847, 4.220, 2.895], [-1.062, 4.385, 3.043]], "mulliken_charge": [1.13, 0.97, 0.76, 0.81, 0.29, -0.33, -0.37, 0.31, -1.22, -1.12, -1.13, -1.37, -1.14, -1.02, -1.21, -1.33, -1.41, 0.31, 0.28, 0.46, 0.29, 0.51, 0.31, 0.16, 0.54, 0.31, 0.48, 0.34, 0.51, 0.39, 0.32, 0.48, 0.45, 0.22, 0.46, 0.11, 0.43, 0.62, 0.10, 0.37, 0.49, 0.33, 0.38, 0.49, 0.48, 0.33, 1.78, -0.36, -0.88, -0.61, -0.44, -1.11, -1.15, 0.15, 0.57, 0.53, 0.54, 0.53, 0.51, -0.21, -0.68, 0.86, -0.66, -0.73, 0.30, 0.38, 0.39, 0.39, 0.31]}